[1]
The following is a DFT calculation (ωB97M-V/def2-TZVPD) of 2 unconnected molecules or ions with the total composition C6H15N.

XYZ file:
```
22
Properties=species:S:1:pos:R:3:forces:R:3
C 1.883 -0.339 0.420 0.0 0.1 -0.1
C 1.636 1.064 0.960 0.0 -0.3 0.0
C 2.147 -0.317 -1.080 0.0 -0.1 0.2
H 2.738 -0.784 0.935 0.0 -0.1 0.0
H 1.007 -0.960 0.618 0.1 -0.1 0.1
H 2.501 1.700 0.784 0.1 0.1 0.0
H 3.018 0.295 -1.307 0.1 0.1 -0.1
H 2.327 -1.322 -1.455 0.0 -0.1 -0.1
H 1.444 1.036 2.031 0.0 0.1 0.1
H 0.776 1.508 0.465 -0.1 0.1 -0.1
H 1.288 0.098 -1.602 -0.1 0.1 -0.1
C -2.257 0.616 0.892 0.0 -0.1 -0.1
C -1.792 -0.265 -0.229 0.0 0.1 0.1
N -1.490 -1.565 0.163 0.0 -0.2 0.1
C -1.613 0.170 -1.472 0.0 0.1 -0.1
H -2.039 -1.922 0.930 0.0 0.0 -0.1
H -1.390 -2.223 -0.596 0.0 0.0 0.1
H -1.548 0.572 1.718 0.1 0.0 0.1
H -2.349 1.645 0.560 0.0 0.1 0.0
H -3.227 0.281 1.261 -0.1 0.0 0.1
H -1.286 -0.487 -2.259 0.1 -0.2 -0.1
H -1.774 1.198 -1.736 -0.1 0.2 0.0
```
Positions in Å, forces in eV/Å.

Properties
LUMO energy: 1.034 eV
Relative energy (zero: lowest compared OMol25 entry of this formula, charge and spin): 15.19 kcal per mole
Highest occupied orbital energy: -8.264 eV
Gap between HOMO and LUMO: 9.30 eV



[2]
The following is a DFT calculation (ωB97M-V/def2-TZVPD) of a molecular structure, C27H25CaI2N2OTe.

XYZ file:
```
59
Properties=species:S:1:pos:R:3:forces:R:3
Ca 0.145 0.583 0.090 0.0 -0.1 -0.1
I -2.548 -5.084 4.334 0.0 0.0 0.0
C -1.505 -3.946 2.938 0.1 0.1 -0.1
C -0.143 -3.728 3.092 0.1 0.0 0.1
C 0.539 -2.934 2.186 -0.1 0.0 -0.1
I 2.569 -2.562 2.455 0.0 0.0 0.0
C -0.109 -2.320 1.098 0.1 0.0 0.0
O 0.524 -1.538 0.257 -0.1 0.1 0.1
C -1.499 -2.541 0.980 0.1 0.0 0.0
C -2.240 -1.788 -0.083 0.0 0.0 0.0
N -2.228 -0.318 0.190 0.0 0.0 0.1
C -2.804 0.018 1.508 0.1 0.0 0.0
C -1.791 -0.042 2.632 0.0 0.0 0.0
C -2.093 -0.652 3.838 0.0 0.0 0.0
C -1.145 -0.663 4.847 0.0 0.0 0.0
C 0.080 -0.054 4.625 0.0 0.0 0.0
C 0.302 0.536 3.397 0.0 0.0 0.0
N -0.608 0.553 2.417 0.1 0.0 0.0
C -2.172 -3.353 1.878 -0.1 0.0 0.0
H 0.391 -4.173 3.922 0.0 0.0 0.0
H -3.272 -2.150 -0.134 0.0 0.0 0.0
H -1.777 -1.931 -1.061 0.0 0.0 0.0
H -2.816 0.116 -0.514 0.0 0.0 0.0
H -3.652 -0.628 1.753 0.0 0.0 0.0
H -3.182 1.042 1.455 0.0 0.0 0.0
H -3.049 -1.141 3.971 0.0 0.0 0.0
H -1.355 -1.154 5.788 0.0 0.0 0.0
H 0.857 -0.051 5.376 0.0 0.0 0.0
H 1.256 1.005 3.180 0.0 0.0 0.0
H -3.240 -3.505 1.759 0.0 0.0 0.0
C 0.527 3.514 0.056 0.0 0.1 0.0
C -0.814 3.391 0.418 0.0 0.0 -0.1
C -1.728 2.858 -0.488 0.0 0.0 0.0
C -1.302 2.425 -1.742 0.0 0.0 0.0
C 0.039 2.536 -2.103 0.0 0.1 0.1
C 0.947 3.102 -1.206 0.0 -0.1 0.0
H 1.236 3.953 0.745 0.0 0.0 0.0
H -1.143 3.719 1.394 0.0 0.0 0.0
H -2.775 2.793 -0.222 0.0 0.0 0.0
H -2.015 2.017 -2.447 0.0 0.0 0.0
H 0.368 2.212 -3.081 0.0 0.0 0.0
H 1.983 3.217 -1.495 0.0 0.0 0.0
C 3.963 1.180 -2.139 0.0 -0.1 0.0
Te 3.355 -0.031 -0.465 0.0 0.1 -0.1
C 2.567 -1.256 -2.043 0.0 0.1 0.1
C 2.198 -0.278 -3.130 0.2 0.1 0.1
C 1.215 -0.546 -4.073 0.0 0.0 -0.1
C 0.956 0.365 -5.092 0.0 0.1 0.0
C 1.691 1.542 -5.177 0.0 -0.1 0.0
C 2.671 1.819 -4.229 0.0 0.0 -0.1
C 2.920 0.923 -3.199 0.0 -0.1 0.0
H 4.948 0.823 -2.442 0.0 0.0 0.0
H 4.055 2.232 -1.876 0.0 0.0 0.0
H 1.733 -1.839 -1.665 0.0 0.0 0.0
H 3.370 -1.924 -2.352 0.0 0.0 -0.1
H 0.663 -1.477 -4.021 0.0 0.0 0.0
H 0.192 0.151 -5.828 0.0 0.0 0.0
H 1.499 2.245 -5.977 0.0 0.0 0.0
H 3.243 2.737 -4.295 0.0 0.0 0.0
```
Positions in Å, forces in eV/Å.

Properties
Charge: +1
LUMO energy: -2.744 eV
Relative energy (zero: lowest compared OMol25 entry of this formula, charge and spin): 0.00 kcal per mole
Highest occupied orbital energy: -10.082 eV
Gap between HOMO and LUMO: 7.34 eV



[3]
The following is a DFT calculation (ωB97M-V/def2-TZVPD) of a molecular structure, C24H50FeN3O2PSb at a distorted geometry.

XYZ file:
```
82
Properties=species:S:1:pos:R:3:forces:R:3
Fe -1.083 0.264 -0.287 -0.6 0.6 0.2
C 5.232 2.139 -0.755 0.0 -0.1 -0.1
C 5.113 0.620 -0.771 -0.4 -0.1 0.4
C 6.336 -0.029 -0.134 0.0 0.1 -0.2
Sb 3.137 -0.040 0.039 0.3 -0.5 0.1
C 3.040 0.587 2.159 0.3 -0.2 -0.3
C 1.842 -0.116 2.782 0.0 0.1 -0.1
C 4.305 0.414 2.993 -0.1 0.1 0.0
C 3.641 -2.206 0.369 0.2 0.6 0.0
C 4.715 -2.613 1.375 -0.1 -0.1 0.0
C 3.899 -2.816 -1.005 -0.1 0.0 0.0
H 6.114 2.453 -1.325 0.0 0.0 0.1
H 5.336 2.510 0.268 0.0 0.0 0.0
H 4.355 2.616 -1.185 0.0 0.1 0.0
H 5.036 0.285 -1.810 0.0 0.0 0.0
H 6.370 0.146 0.943 0.1 -0.1 0.0
H 7.246 0.405 -0.567 0.0 0.0 0.0
H 6.369 -1.103 -0.316 0.0 0.1 0.0
H 2.827 1.649 2.076 0.0 0.1 -0.1
H 1.990 -1.199 2.824 0.0 0.0 0.0
H 0.934 0.078 2.200 0.0 -0.1 0.1
H 1.663 0.241 3.802 0.0 0.0 0.0
H 4.560 -0.634 3.146 0.0 0.1 0.0
H 4.167 0.870 3.982 0.0 0.0 0.0
H 5.153 0.910 2.520 0.0 0.0 0.1
H 2.681 -2.571 0.734 -0.2 -0.1 0.0
H 5.654 -2.083 1.221 -0.1 -0.1 0.1
H 4.926 -3.688 1.289 0.0 0.0 0.0
H 4.388 -2.432 2.400 0.0 0.0 0.0
H 4.829 -2.440 -1.441 0.0 0.0 0.0
H 3.087 -2.583 -1.701 0.1 0.0 0.0
H 3.986 -3.909 -0.941 0.0 0.0 0.0
C -2.471 4.806 -0.900 -0.1 -0.1 0.0
N -1.147 4.282 -0.607 -0.1 -0.3 -0.1
C -0.112 5.088 -0.224 0.3 0.2 0.1
C 1.098 4.582 0.037 -0.1 0.0 0.0
C 1.317 3.142 -0.068 0.8 0.0 0.1
O 2.463 2.695 0.086 -0.9 0.2 0.0
N 0.222 2.355 -0.336 -0.3 -0.5 0.0
C -0.952 2.914 -0.652 0.1 0.6 0.1
O -1.929 2.199 -0.972 0.1 -0.5 -0.2
H -2.417 5.887 -0.998 0.1 0.0 0.0
H -3.174 4.548 -0.107 0.0 0.0 0.0
H -2.840 4.374 -1.828 0.0 0.0 0.0
H -0.337 6.144 -0.159 0.0 0.0 0.0
H 1.932 5.203 0.327 0.0 0.0 0.0
C -0.349 -5.336 -0.578 -0.1 0.1 0.0
C 0.442 -4.036 -0.443 0.3 0.4 -0.1
P -0.542 -2.453 -0.372 -0.9 -0.4 0.2
C -1.595 -2.649 -1.905 0.1 0.3 0.1
C -1.569 -1.376 -2.759 0.1 -0.1 0.1
C -1.650 -2.887 1.059 0.2 0.3 0.1
C -1.207 -2.152 2.330 0.0 -0.2 -0.2
H 0.346 -6.174 -0.647 0.0 0.0 0.0
H -0.967 -5.339 -1.476 0.0 -0.1 0.0
H -0.998 -5.520 0.276 0.0 0.0 0.0
H 1.125 -3.946 -1.290 0.1 0.0 0.1
H 1.058 -4.065 0.460 0.0 0.0 -0.1
H -2.619 -2.884 -1.612 0.0 -0.1 0.0
H -1.202 -3.476 -2.496 -0.1 -0.1 0.0
H -2.008 -0.528 -2.219 -0.1 0.0 -0.1
H -2.157 -1.498 -3.669 0.0 0.1 0.0
H -0.549 -1.115 -3.048 0.0 0.0 0.0
H -1.665 -3.959 1.236 -0.1 0.0 -0.1
H -2.646 -2.553 0.788 -0.1 -0.1 0.0
H -0.195 -2.431 2.630 0.0 0.0 0.0
H -1.881 -2.370 3.160 0.0 0.0 0.0
H -1.231 -1.076 2.157 0.0 0.0 0.1
C -4.903 -1.338 0.544 0.2 0.1 0.0
C -4.188 0.015 0.343 -0.7 0.2 0.3
C -4.570 0.950 1.510 0.1 -0.1 -0.1
C -4.710 0.639 -0.970 0.3 -0.1 0.1
N -2.783 -0.127 0.280 1.3 -0.2 -0.5
H -5.984 -1.193 0.497 0.0 0.0 0.0
H -4.652 -1.772 1.514 0.0 0.0 0.0
H -4.613 -2.036 -0.244 0.0 0.0 0.0
H -5.651 1.098 1.540 0.0 0.0 0.1
H -4.077 1.915 1.374 0.0 0.0 0.0
H -4.243 0.524 2.460 0.0 0.0 0.0
H -5.768 0.885 -0.866 0.0 0.0 0.0
H -4.592 -0.066 -1.796 0.0 0.0 0.0
H -4.142 1.540 -1.195 -0.1 0.0 0.0
```
Positions in Å, forces in eV/Å.

Properties
⟨S²⟩: 8.781
LUMO energy (alpha / beta): 0.637 / 0.199 eV
2S+1: 6
Relative energy (zero: lowest compared OMol25 entry of this formula, charge and spin): 50.44 kcal per mole
Highest occupied orbital energy (alpha / beta): -7.049 / -7.022 eV
Gap between HOMO and LUMO (alpha / beta): 7.69 / 7.22 eV



[4]
The following is a DFT calculation (ωB97M-V/def2-TZVPD) of a molecular structure, C19H18IN3O4Sr at a distorted geometry.

XYZ file:
```
46
Properties=species:S:1:pos:R:3:forces:R:3
C -1.531 -3.622 1.869 -0.4 -0.2 0.5
C -2.359 -3.523 0.587 -0.5 -0.2 0.3
H -0.680 -4.309 1.781 -0.3 0.1 0.1
H -2.173 -3.990 2.683 0.2 0.0 -0.3
H -1.153 -2.679 2.289 -0.2 -0.1 -0.2
H -1.786 -3.413 -0.343 0.0 -0.1 0.0
H -2.906 -4.470 0.486 0.1 0.3 -0.2
H -3.081 -2.702 0.632 0.1 -0.1 0.0
C 3.389 -1.245 0.364 0.1 -0.1 0.0
C 4.753 -1.128 0.089 -0.3 0.0 -0.4
C 5.134 -0.929 -1.238 -0.4 0.0 0.1
C 4.144 -0.825 -2.221 -0.9 -0.1 0.0
H 3.008 -1.425 1.381 0.5 0.1 -0.5
H 5.460 -1.233 0.904 0.0 0.1 -0.2
H 6.184 -0.844 -1.515 -0.2 0.0 0.1
H 4.385 -0.652 -3.266 0.2 0.0 0.3
N 2.449 -1.223 -0.582 0.2 0.3 -0.6
C 2.784 -0.969 -1.869 0.8 -0.3 0.8
C 1.650 -0.853 -2.840 -0.8 -0.1 -0.6
N 0.400 -1.114 -2.363 0.4 0.4 -0.4
C -0.659 -0.874 -3.157 0.7 -0.1 -0.2
C 0.750 -0.315 -5.031 0.1 -0.2 0.6
C -0.532 -0.492 -4.501 0.2 -0.1 0.4
H -1.642 -1.000 -2.687 0.4 0.0 -0.3
H -1.424 -0.357 -5.104 0.2 0.0 0.1
C 1.851 -0.471 -4.186 -0.2 -0.2 0.7
H 2.873 -0.316 -4.530 -0.4 0.1 -0.1
H 0.906 -0.054 -6.076 -0.1 0.0 0.2
Sr 0.103 -1.880 0.341 0.4 1.0 -0.1
I 1.739 -3.156 2.880 0.1 0.1 0.0
O -1.767 -0.369 1.002 0.5 0.9 0.1
C -1.100 0.716 0.835 0.6 -0.9 -0.4
O -0.044 0.758 0.128 -1.1 0.0 0.8
C -1.568 1.967 1.550 -0.4 0.7 0.2
C -1.708 3.175 0.849 -0.1 0.1 0.1
C -2.192 4.331 1.467 -0.1 0.0 0.6
C -2.485 4.308 2.843 0.9 -1.9 -0.8
C -2.307 3.115 3.579 0.0 0.3 -0.4
C -1.886 1.957 2.920 0.0 0.0 -0.2
N -2.874 5.497 3.533 -0.9 2.5 1.8
O -3.046 6.559 2.893 0.4 -2.2 1.0
O -3.013 5.423 4.778 0.2 0.2 -2.4
H -1.439 3.232 -0.206 -0.1 -0.2 0.3
H -2.325 5.262 0.918 0.1 -0.3 0.1
H -2.493 3.108 4.654 0.0 0.0 -0.4
H -1.788 1.027 3.481 0.0 0.3 -0.2
```
Positions in Å, forces in eV/Å.

Properties
LUMO energy: -0.864 eV
Highest occupied orbital energy: -7.942 eV
Gap between HOMO and LUMO: 7.08 eV



[5]
The following is a DFT calculation (ωB97M-V/def2-TZVPD) of a single C4H6F2O molecule at a distorted geometry.

XYZ file:
```
13
Properties=species:S:1:pos:R:3:forces:R:3
C -1.747 -0.531 -0.642 0.2 -1.3 -0.5
C 0.220 0.610 -0.198 -0.1 1.2 0.0
C 1.699 0.390 -0.026 -0.2 -0.1 0.1
C 0.753 0.055 1.103 0.1 -0.7 -1.0
H -2.332 0.353 -0.578 -0.6 1.0 0.0
H -1.739 -1.024 0.333 -0.1 -0.1 -0.1
H -2.180 -1.196 -1.418 0.2 0.4 0.6
H -0.124 1.678 -0.184 0.2 -1.0 0.0
H 2.378 1.236 0.060 -0.1 -0.2 0.0
H 0.750 0.609 2.001 0.0 0.5 0.8
O -0.428 -0.239 -1.062 0.2 0.1 -0.1
F 2.231 -0.666 -0.693 0.1 0.1 0.1
F 0.518 -1.275 1.304 0.1 0.1 0.1
```
Positions in Å, forces in eV/Å.

Properties
LUMO energy: 0.904 eV
Relative energy (zero: lowest compared OMol25 entry of this formula, charge and spin): 51.64 kcal per mole
Highest occupied orbital energy: -9.896 eV
Gap between HOMO and LUMO: 10.80 eV



[6]
The following is a DFT calculation (ωB97M-V/def2-TZVPD) of a molecular structure, C16H11Cl2N2O4ReTe at a distorted geometry.

XYZ file:
```
37
Properties=species:S:1:pos:R:3:forces:R:3
Re 0.214 -0.051 0.534 -0.4 0.3 0.4
O 1.779 1.062 0.054 0.7 -0.7 0.5
C 2.481 1.026 -1.030 0.1 0.0 -1.0
C 3.667 1.795 -1.070 -0.1 0.1 0.1
C 4.447 1.873 -2.193 -0.2 0.0 0.0
C 4.084 1.169 -3.343 0.1 0.0 -0.3
C 2.959 0.385 -3.330 0.0 0.0 0.0
C 2.124 0.278 -2.203 0.4 0.5 0.6
C 1.021 -0.616 -2.282 -0.6 -0.2 0.0
N 0.124 -0.848 -1.363 1.1 1.3 1.0
N -0.775 -1.822 -1.577 -1.1 -1.7 -0.3
C -1.408 -2.169 -0.475 0.9 1.1 -0.7
O -1.235 -1.546 0.637 0.5 -0.5 0.5
C -2.312 -3.327 -0.508 -0.3 -0.3 0.1
C -2.696 -3.921 -1.708 0.1 0.2 0.1
C -3.512 -5.035 -1.699 -0.1 -0.2 -0.1
C -3.938 -5.582 -0.498 0.0 0.0 0.0
C -3.569 -4.987 0.699 -0.1 -0.1 -0.1
C -2.764 -3.864 0.697 0.1 0.2 -0.1
H 3.930 2.329 -0.169 0.0 0.0 0.1
H 5.340 2.483 -2.195 0.1 0.0 0.0
H 4.693 1.234 -4.233 0.0 0.0 -0.1
H 2.697 -0.182 -4.214 0.0 -0.1 -0.1
H 0.941 -1.213 -3.187 -0.2 0.0 0.0
H -2.343 -3.493 -2.634 0.0 0.0 -0.1
H -3.814 -5.491 -2.632 0.0 0.0 -0.1
H -4.551 -6.472 -0.493 -0.1 0.0 0.0
H -3.904 -5.409 1.634 0.0 0.0 0.1
H -2.470 -3.395 1.622 0.1 0.1 0.1
Te -1.166 1.723 1.582 0.2 -0.6 -0.4
Cl 1.332 -4.846 1.508 -0.2 -0.2 -0.1
C 2.692 -3.705 1.511 0.0 0.4 -0.4
Cl 3.181 -3.366 3.166 0.2 0.0 0.3
C 2.217 -2.417 0.740 1.0 -1.4 -0.4
O 2.458 -2.410 -0.455 0.0 0.0 -0.3
O 1.637 -1.573 1.451 -1.9 1.8 0.2
H 3.524 -4.185 0.991 -0.3 0.2 0.1
```
Positions in Å, forces in eV/Å.

Properties
⟨S²⟩: 0.805
Charge: -1
LUMO energy (alpha / beta): 1.870 / 1.923 eV
2S+1: 2
Highest occupied orbital energy (alpha / beta): -4.179 / -4.257 eV
Gap between HOMO and LUMO (alpha / beta): 6.05 / 6.18 eV



Number 1: E_tot -292.3448 hartree. Number 2: E_tot -2769.5781 hartree. Number 3: E_tot -3104.4351 hartree. Number 4: E_tot -1528.5232 hartree. Number 5: E_tot -430.9016 hartree. Number 6: E_tot -2293.5640 hartree.